Density functional theory data (the ωB97M-V functional and the def2-TZVPD basis) for C24H60ClN6NbO6P as an isolated structure in a non-equilibrium geometry.

CARTESIAN COORDINATES (ANGSTROEM)
C  4.37032  1.78445  -2.62063
C  4.23634  0.68698  -1.56332
P  2.62890  -0.22442  -1.73752
C  2.70068  -1.38457  -0.28664
Nb  0.57150  1.30599  -1.62639
C  -1.01600  -0.20264  -2.13406
C  -2.53588  0.05836  -2.09567
C  -3.05568  0.84815  -0.89539
Cl  -3.64390  2.50040  -1.36154
H  4.02133  1.44428  -3.59691
H  5.41539  2.09697  -2.71755
H  3.77697  2.65050  -2.33113
H  4.24348  1.13583  -0.56677
H  5.07345  -0.01310  -1.64328
H  3.65524  -1.25638  0.23019
H  2.63646  -2.42010  -0.62523
H  1.89356  -1.18173  0.41445
H  0.40950  0.78164  0.14885
H  1.78133  2.45282  -0.81645
H  1.03805  1.94600  -3.30705
H  -0.48555  2.74661  -1.29157
H  -0.73650  -0.44273  -3.17328
H  -0.82673  -1.11148  -1.55727
H  -3.06200  -0.90475  -2.07175
H  -2.85335  0.55205  -3.01638
H  -3.93478  0.37036  -0.48338
H  -2.31174  0.96636  -0.11150
C  3.89035  3.66488  1.56343
O  4.09738  2.99042  2.55787
N  4.85037  4.05070  0.69948
C  4.54900  4.85337  -0.46594
C  6.21746  3.63336  0.93912
H  2.89116  4.02211  1.27047
H  4.81834  4.32310  -1.38111
H  5.09599  5.79956  -0.43362
H  3.47937  5.05393  -0.49706
H  6.29212  2.54408  0.94843
H  6.56366  4.00394  1.90369
H  6.85615  4.04250  0.16198
C  8.43777  7.13031  1.77665
O  7.86248  6.32928  1.06904
N  7.92094  7.62214  2.92176
C  8.62997  8.57435  3.74440
C  6.60062  7.16285  3.32624
H  9.44174  7.52589  1.54378
H  8.80603  8.17254  4.74490
H  8.06657  9.50552  3.83971
H  9.59302  8.79903  3.28840
H  6.59250  6.08165  3.46449
H  5.85969  7.40421  2.56385
H  6.32928  7.64828  4.26106
C  -5.15957  -2.40745  0.88464
O  -4.23861  -1.65612  0.64882
N  -6.08796  -2.18578  1.84333
C  -7.17316  -3.10452  2.09436
C  -5.97313  -0.97077  2.63199
H  -5.32312  -3.34752  0.32852
H  -8.14115  -2.62160  1.93993
H  -7.13725  -3.48566  3.11826
H  -7.09700  -3.94800  1.40973
H  -6.01956  -0.08993  1.99099
H  -5.01981  -0.94399  3.16054
H  -6.78868  -0.93852  3.35168
C  -0.02190  -4.18893  -0.24658
O  -0.23871  -3.36931  -1.10774
N  0.12994  -5.51772  -0.46731
C  0.37321  -6.43932  0.61604
C  0.03104  -6.00399  -1.83062
H  0.06419  -3.91786  0.82119
H  1.32163  -6.96664  0.48546
H  -0.43245  -7.17640  0.68419
H  0.41371  -5.88312  1.55174
H  0.78895  -5.53684  -2.46048
H  -0.94503  -5.76435  -2.25418
H  0.17094  -7.08329  -1.83254
C  -2.82021  -8.34313  3.20153
O  -3.48206  -8.64930  2.22949
N  -2.75606  -7.09934  3.71820
C  -1.94437  -6.78322  4.87298
C  -3.52428  -6.04559  3.07528
H  -2.19469  -9.07273  3.74479
H  -2.55955  -6.39808  5.68901
H  -1.18897  -6.03439  4.62608
H  -1.43888  -7.68422  5.21657
H  -4.58793  -6.28618  3.08653
H  -3.21879  -5.92639  2.03536
H  -3.35743  -5.11136  3.60653
C  -5.53658  1.42157  -6.84024
O  -6.16942  0.74626  -7.63437
N  -5.94805  1.71470  -5.59507
C  -5.16967  2.53388  -4.68209
C  -7.22307  1.18551  -5.15152
H  -4.55416  1.85856  -7.08387
H  -4.92475  1.98507  -3.77409
H  -5.73402  3.42726  -4.40481
H  -4.24251  2.83976  -5.16238
H  -7.22085  0.09539  -5.18783
H  -8.03217  1.53864  -5.79293
H  -7.40040  1.51112  -4.12898

The charge is -1. The value obtained for the LUMO energy is 0.066 hartree. Its multiplicity is 1.